[1]
The following is a DFT calculation (the ωB97M-V functional and the def2-TZVPD basis) of a molecular structure, C48H55ClN4OPPtSSbSe in a non-equilibrium geometry.

Output
energy above the lowest of the compared OMol25 structures with the same formula, charge and spin = 127.28 kJ/mol
strongest force on any atom = 2.32 eV/A
highest occupied orbital energy = -0.473 Eh
gap between HOMO and LUMO = 6.5845 eV
2S+1 = 1
net charge = +2

Cartesian coordinates (Å):
Pt 0.0406 0.4701 0.3739
Cl 0.6966 3.3200 -1.0115
C -0.5174 4.2460 -0.1748
C -0.3656 5.6222 -0.1706
C -1.3247 6.4117 0.4432
C -2.4277 5.8226 1.0422
C -2.5618 4.4440 1.0389
C -1.6027 3.6232 0.4400
P -1.8493 1.8263 0.3411
C -3.1109 1.4852 1.5915
C -2.9517 1.8835 2.9219
C -3.9294 1.5896 3.8575
C -5.0792 0.9121 3.4731
C -5.2543 0.5383 2.1500
C -4.2742 0.8196 1.2098
C -2.5807 1.5987 -1.2984
C -2.2022 0.5275 -2.1016
C -2.7268 0.3979 -3.3788
C -3.6399 1.3279 -3.8525
C -4.0309 2.3918 -3.0497
C -3.4981 2.5337 -1.7792
H 0.4920 6.0637 -0.6583
H -1.2129 7.4871 0.4414
H -3.1864 6.4336 1.5104
H -3.4265 3.9980 1.5101
H -2.0867 2.4526 3.2289
H -3.8020 1.9052 4.8839
H -5.8450 0.6908 4.2040
H -6.1568 0.0261 1.8453
H -4.4080 0.5101 0.1837
H -1.5270 -0.2307 -1.7212
H -2.4311 -0.4383 -3.9988
H -4.0521 1.2235 -4.8470
H -4.7457 3.1158 -3.4163
H -3.7980 3.3744 -1.1667
Se 1.2242 -1.4483 -0.1254
S 0.1542 1.2535 2.4981
C 1.7895 0.9213 3.0526
N 2.3083 -0.2914 3.0592
C 3.5469 -0.6378 3.7745
C 3.7639 0.3584 4.9003
C 3.7079 1.7668 4.3332
N 2.4492 1.9333 3.5945
H 1.7382 -1.0197 2.6483
H 4.3874 -0.6234 3.0773
H 3.4323 -1.6522 4.1515
H 4.7332 0.1842 5.3638
H 2.9973 0.2365 5.6676
H 4.5436 1.9437 3.6514
H 3.7384 2.5214 5.1159
H 1.9628 2.8180 3.6143
C 4.0252 -3.3056 0.7849
C 5.0493 -2.2171 0.9298
C 6.2530 -2.5472 1.5494
C 7.2662 -1.6216 1.7492
C 7.1003 -0.3189 1.3201
C 5.9180 0.0395 0.6898
C 4.8948 -0.8900 0.4820
Sb 3.2787 -0.0635 -0.6324
C 3.5148 -1.0681 -2.4847
C 4.5591 -1.9762 -2.6043
C 4.7360 -2.6828 -3.7873
C 3.8650 -2.4736 -4.8413
C 2.8346 -1.5503 -4.7215
C 2.6388 -0.8267 -3.5510
C 1.5580 0.2214 -3.4906
C 3.7930 1.9754 -0.7766
C 3.5123 2.7205 0.3677
C 3.8384 4.0611 0.4347
C 4.4345 4.6596 -0.6647
C 4.7140 3.9136 -1.7974
C 4.4101 2.5545 -1.8924
C 4.8108 1.8132 -3.1389
H 4.3678 -4.2123 1.2795
H 3.8302 -3.5483 -0.2624
H 3.0730 -3.0231 1.2257
H 6.3951 -3.5671 1.8844
H 8.1838 -1.9248 2.2351
H 7.8831 0.4143 1.4592
H 5.8067 1.0599 0.3449
H 5.2532 -2.1315 -1.7875
H 5.5524 -3.3854 -3.8804
H 3.9911 -3.0196 -5.7661
H 2.1730 -1.3776 -5.5613
H 0.9818 0.2461 -4.4138
H 1.9710 1.2239 -3.3414
H 0.8577 0.0338 -2.6727
H 3.0237 2.2508 1.2108
H 3.6248 4.6351 1.3266
H 4.6940 5.7095 -0.6396
H 5.1993 4.3894 -2.6397
H 5.3888 2.4667 -3.7882
H 3.9525 1.4617 -3.7067
H 5.4263 0.9426 -2.9095
C -4.4264 -4.3332 0.4297
N -3.6534 -3.2151 -0.0844
C -4.0178 -2.7679 -1.4145
C -2.8106 -2.4605 0.6666
O -2.4932 -1.3113 0.3538
N -2.3524 -3.0319 1.8417
C -1.7677 -2.1258 2.8086
C -1.7437 -4.3523 1.8303
H -5.4774 -4.1806 0.1768
H -4.3398 -4.3897 1.5105
H -4.1098 -5.2829 -0.0080
H -5.0688 -2.4687 -1.4477
H -3.8714 -3.5764 -2.1334
H -3.4041 -1.9167 -1.6920
H -2.2512 -1.1534 2.7508
H -1.9029 -2.5377 3.8096
H -0.6914 -1.9825 2.6309
H -2.0256 -4.9186 2.7195
H -0.6501 -4.2631 1.8136
H -2.0461 -4.9145 0.9522

Atom charges from the Löwdin analysis, given in e for atoms 1 to 6: atom 1 (Pt): 0.242, atom 2 (Cl): 0.747, atom 3 (C): -0.617, atom 4 (C): -0.091, atom 5 (C): -0.047, atom 6 (C): -0.049

=====

[2]
The following is a DFT calculation (the ωB97M-V functional and the def2-TZVPD basis) of a molecular structure, C48H55ClN4OPPtSSbSe.

Output
energy above the lowest of the compared OMol25 structures with the same formula, charge and spin = 0.00 kJ/mol
strongest force on any atom = 0.95 eV/A
highest occupied orbital energy (alpha / beta) = -0.449 / -0.482 Eh
gap between HOMO and LUMO (alpha / beta) = 7.9829 / 6.0496 eV
2S+1 = 5
⟨S²⟩ = 6.0195
net charge = +2

Cartesian coordinates (Å):
Pt -0.2130 -0.1724 -0.1127
Cl -2.7208 0.7827 -0.8163
C -2.8318 0.6078 -2.5285
C -3.9761 1.0805 -3.1510
C -4.1048 0.9540 -4.5226
C -3.1060 0.3374 -5.2592
C -1.9757 -0.1383 -4.6266
C -1.8080 0.0017 -3.2481
P -0.3255 -0.7427 -2.4761
C 1.1089 0.1403 -3.1591
C 2.3460 -0.2077 -2.6168
C 3.4957 0.4266 -3.0426
C 3.4268 1.3807 -4.0447
C 2.2052 1.7042 -4.6101
C 1.0420 1.1005 -4.1596
C -0.3005 -2.2947 -3.4381
C -1.4931 -3.0112 -3.5379
C -1.5781 -4.1087 -4.3720
C -0.4741 -4.5081 -5.1084
C 0.7168 -3.8077 -4.9975
C 0.8148 -2.7080 -4.1599
H -4.7580 1.5380 -2.5667
H -4.9895 1.3226 -5.0142
H -3.2120 0.2219 -6.3251
H -1.2076 -0.6427 -5.1925
H 2.3981 -0.9747 -1.8504
H 4.4395 0.1837 -2.5827
H 4.3216 1.8807 -4.3783
H 2.1561 2.4332 -5.4045
H 0.0897 1.3873 -4.5817
H -2.3615 -2.6953 -2.9751
H -2.5066 -4.6480 -4.4694
H -0.5459 -5.3560 -5.7740
H 1.5766 -4.1116 -5.5744
H 1.7470 -2.1618 -4.0959
Se 1.9740 -0.1624 0.8658
S -0.6636 1.7766 1.6561
C -2.2563 1.6227 2.2403
N -3.1199 2.6027 1.9842
C -4.4247 2.6844 2.6107
C -4.3514 1.9627 3.9508
C -3.8993 0.5315 3.6814
N -2.6397 0.5594 2.9519
H -2.7746 3.3901 1.4575
H -5.1668 2.2050 1.9616
H -4.6901 3.7341 2.7390
H -5.3183 1.9824 4.4474
H -3.6204 2.4641 4.5886
H -4.6473 0.0040 3.0808
H -3.7569 -0.0246 4.6077
H -1.9187 -0.0939 3.2284
C -4.8188 -1.7507 -0.2747
C -4.8512 -2.3001 1.1173
C -6.0908 -2.5263 1.7126
C -6.1877 -3.0078 3.0043
C -5.0350 -3.2524 3.7334
C -3.7970 -3.0222 3.1618
C -3.7016 -2.5722 1.8511
Sb -1.6974 -2.3778 1.0246
C -1.6079 -4.0486 -0.3469
C -2.7981 -4.6686 -0.7051
C -2.7912 -5.7678 -1.5439
C -1.5870 -6.2359 -2.0432
C -0.4042 -5.6053 -1.7041
C -0.3892 -4.5064 -0.8484
C 0.9192 -3.8868 -0.4655
C -0.5387 -2.9600 2.7525
C 0.1691 -1.9453 3.3841
C 0.9366 -2.2058 4.5039
C 0.9982 -3.4983 4.9998
C 0.2906 -4.5065 4.3705
C -0.4954 -4.2621 3.2465
C -1.2463 -5.3938 2.6184
H -5.4940 -2.3038 -0.9232
H -3.8136 -1.7975 -0.6919
H -5.1463 -0.7109 -0.2688
H -6.9874 -2.3323 1.1410
H -7.1571 -3.1946 3.4404
H -5.0974 -3.6433 4.7372
H -2.9023 -3.2199 3.7388
H -3.7421 -4.3157 -0.3117
H -3.7157 -6.2655 -1.7995
H -1.5756 -7.0907 -2.7009
H 0.5281 -5.9682 -2.1131
H 1.6732 -4.0718 -1.2287
H 1.2841 -4.3210 0.4675
H 0.8339 -2.8045 -0.3156
H 0.1330 -0.9334 2.9873
H 1.4821 -1.4060 4.9800
H 1.5885 -3.7150 5.8775
H 0.3445 -5.5158 4.7531
H -1.5052 -6.1402 3.3657
H -0.6279 -5.8793 1.8631
H -2.1643 -5.0546 2.1410
C 3.7988 4.3270 -2.0903
N 3.1189 3.2570 -1.3925
C 3.9083 2.5927 -0.3711
C 1.7866 2.9624 -1.4009
O 1.3891 2.0438 -0.6551
N 0.8668 3.6182 -2.1607
C -0.5207 3.2191 -2.0233
C 0.9924 4.6412 -3.1781
H 4.8616 4.2685 -1.8654
H 3.4552 5.3129 -1.7680
H 3.6927 4.2228 -3.1692
H 4.9654 2.6488 -0.6187
H 3.6109 1.5435 -0.3010
H 3.7451 3.0577 0.6050
H -0.5785 2.3286 -1.4023
H -0.9602 3.0157 -3.0013
H -1.0928 4.0210 -1.5518
H 1.9062 5.2110 -3.1217
H 0.1615 5.3371 -3.0583
H 0.9084 4.2006 -4.1756

Atom charges from the Löwdin analysis, given in e for atoms 1 to 6: atom 1 (Pt): 0.198, atom 2 (Cl): 0.725, atom 3 (C): -0.621, atom 4 (C): -0.084, atom 5 (C): -0.039, atom 6 (C): -0.036

=====

[3]
The following is a DFT calculation (the ωB97M-V functional and the def2-TZVPD basis) of 5 unconnected molecules or ions with the total composition C48H55FN3O13S in a non-equilibrium geometry.

Output
strongest force on any atom = 4.72 eV/A
highest occupied orbital energy = -0.421 Eh
gap between HOMO and LUMO = 7.3851 eV
2S+1 = 1
net charge = +1

Cartesian coordinates (Å):
C 4.9939 -0.9555 0.7974
C 4.1598 -0.7580 -0.0686
C 2.8301 -0.6117 -0.9029
N 1.7609 0.0693 -0.1379
C 1.2436 -0.2256 1.1758
C 1.7842 -1.4552 1.9869
C 1.7240 -2.8365 1.1366
C 0.8288 -3.9367 1.8441
C -0.7325 -3.6940 1.7004
C -1.2390 -3.6139 0.1834
C -2.8354 -3.7131 0.2349
C -3.5483 -3.1196 -1.0603
C -5.1216 -3.3929 -0.9038
C -5.9598 -2.1452 -0.3861
C -5.2457 -1.2644 0.7156
O -5.2543 -1.8865 2.0356
C -4.2780 -1.1241 2.7947
C 0.1873 0.7868 1.5550
C -0.6395 0.8728 2.8756
C 0.2083 0.3406 4.1510
C -1.1871 2.3084 3.2789
C -2.7190 2.3932 2.7821
N 0.1415 1.5785 0.3734
C -0.7382 2.7082 0.0684
S -2.1779 2.0151 -0.9188
O -2.4683 0.6245 -0.5463
O -1.8309 2.1342 -2.3559
C 1.0411 1.1750 -0.6107
C 1.2980 1.7616 -2.0694
O 1.0987 1.0005 -2.9902
N 1.7054 3.1385 -2.3127
C 0.7495 3.7617 -3.2395
O 0.8170 3.5824 -4.4120
F -0.2302 4.6239 -2.7384
H 5.7736 -1.1273 1.5726
H 3.1255 -0.0910 -1.8556
H 2.4459 -1.6373 -1.2136
H 1.2099 -1.6711 2.9296
H 2.8602 -1.2730 2.3158
H 1.2264 -2.5804 0.1566
H 2.7851 -3.2022 0.9802
H 1.0796 -3.9732 2.9586
H 1.1138 -4.9473 1.4283
H -1.2584 -4.5862 2.1573
H -1.0506 -2.7551 2.2454
H -0.9177 -2.6363 -0.3167
H -0.8445 -4.4499 -0.4669
H -3.1521 -3.0553 1.1134
H -3.1817 -4.7647 0.4697
H -3.1809 -3.6759 -1.9813
H -3.3343 -2.0133 -1.2203
H -5.2660 -4.2813 -0.2211
H -5.4988 -3.7072 -1.9290
H -6.3232 -1.4510 -1.2008
H -6.8983 -2.5704 0.1049
H -5.8758 -0.3128 0.8340
H -4.2005 -0.9286 0.4050
H -4.3401 -0.0539 2.4111
H -3.2241 -1.5324 2.6352
H -4.4951 -1.1677 3.9019
H -1.5294 0.1658 2.8092
H 0.0738 -0.7728 4.3167
H 1.3012 0.5953 3.9478
H -0.0890 0.8469 5.1102
H -0.5667 3.1796 2.8855
H -1.2512 2.4842 4.4012
H -3.1717 3.4134 2.9433
H -2.8522 2.0827 1.7051
H -3.3390 1.6570 3.3934
H -0.2296 3.4207 -0.6609
H -1.0586 3.3469 0.9336
H -3.2455 2.8781 -0.7174
H 1.7677 3.6709 -1.4361
C 4.6564 2.6908 1.3976
C 5.6504 3.3761 0.8356
C 6.6055 4.1546 1.6576
O 7.5105 4.7812 1.1470
C 6.4128 4.1393 3.1252
C 5.4173 3.4527 3.6858
C 4.4640 2.6757 2.8643
O 3.5545 2.0460 3.3735
H 3.9480 2.1162 0.8134
H 5.8057 3.3969 -0.2363
H 7.1203 4.7130 3.7105
H 5.2614 3.4312 4.7571
C -7.2893 2.0946 -2.3909
C -6.6060 2.7209 -1.4346
C -6.9981 2.6136 -0.0130
O -6.3714 3.1884 0.8585
C -8.1787 1.7826 0.3087
C -8.8645 1.1552 -0.6465
C -8.4720 1.2623 -2.0702
O -9.0933 0.6902 -2.9406
H -7.0158 2.1626 -3.4365
H -5.7385 3.3333 -1.6503
H -8.4505 1.7149 1.3547
H -9.7312 0.5436 -0.4290
C -1.4723 -6.9393 -4.3988
C -1.0079 -6.4211 -3.2629
C -1.5689 -6.8175 -1.9527
O -1.1462 -6.3423 -0.9141
C -2.6638 -7.8120 -1.9514
C -3.1291 -8.3310 -3.0868
C -2.5683 -7.9350 -4.3984
O -2.9896 -8.4081 -5.4330
H -1.0744 -6.6605 -5.3664
H -0.2067 -5.6926 -3.2452
H -3.0614 -8.0904 -0.9834
H -3.9302 -9.0593 -3.1040
C 11.2426 6.3950 -2.5684
C 11.6408 5.3591 -3.3060
C 11.0071 4.0288 -3.1672
O 11.3707 3.0832 -3.8378
C 9.9136 3.8941 -2.1791
C 9.5147 4.9295 -1.4410
C 10.1487 6.2603 -1.5801
O 9.7847 7.2054 -0.9095
H 11.6952 7.3747 -2.6564
H 12.4386 5.4405 -4.0337
H 9.4613 2.9140 -2.0916
H 8.7168 4.8474 -0.7133

Atom charges from the Löwdin analysis, given in e for atoms 1 to 6: atom 1 (C): 0.108, atom 2 (C): -0.075, atom 3 (C): -0.086, atom 4 (N): 0.052, atom 5 (C): -0.015, atom 6 (C): -0.099

=====

[4]
The following is a DFT calculation (the ωB97M-V functional and the def2-TZVPD basis) of 7 unconnected molecules or ions with the total composition C48H57F3N2O28PS in a non-equilibrium geometry.

Output
strongest force on any atom = 4.08 eV/A
highest occupied orbital energy = -0.417 Eh
gap between HOMO and LUMO = 6.7311 eV
2S+1 = 1
net charge = +1

Cartesian coordinates (Å):
C -2.9836 -2.7652 -1.5023
C -1.4991 -3.1003 -1.5187
C -1.0012 -4.2832 -2.0424
C 0.3555 -4.4987 -2.0472
C 1.2407 -3.5800 -1.5332
C 0.7497 -2.4031 -1.0029
C 1.6504 -1.3181 -0.3953
C 1.0602 0.0270 -0.7619
C 0.5055 0.8229 0.2240
C 0.4159 0.4322 1.6977
O 1.3654 1.1758 2.5157
N 2.5368 1.4054 1.7732
O 2.7652 2.5469 1.6946
C -0.0151 2.0781 -0.1375
C -0.5950 2.9621 0.9525
O -1.7650 2.8328 1.2277
O 0.2254 3.8358 1.6246
S -0.5501 4.6688 2.8194
O 0.4503 5.4447 3.4637
O -1.5975 5.5024 2.3627
C -1.1575 3.4643 4.1230
F -1.0151 2.1915 3.7622
F -2.4367 3.7420 4.3045
F -0.5431 3.6347 5.2714
C -0.0006 2.5142 -1.4614
C -0.5003 3.8628 -1.9646
C -1.8570 4.3319 -1.4023
O -1.9266 5.4876 -1.0262
C -3.0711 3.4467 -1.2964
C -3.1086 2.0806 -1.5561
C -4.2951 1.3991 -1.4252
C -5.4563 2.0066 -1.0079
C -5.4199 3.3637 -0.7142
C -4.2433 4.0523 -0.8746
C 0.5430 1.6631 -2.3803
N 1.0506 0.4658 -2.0487
P 1.7044 -0.4204 -3.4339
O 1.9451 0.4824 -4.5520
O 3.0607 -1.1662 -3.0767
O 0.5689 -1.4362 -3.8727
C -0.6095 -2.1887 -0.9916
H -3.1860 -2.0036 -0.7396
H -3.1911 -2.2666 -2.4624
H -3.6100 -3.6529 -1.3946
H -1.7112 -5.0113 -2.4291
H 0.7643 -5.4290 -2.4529
H 2.3118 -3.7727 -1.5247
H 2.6967 -1.4253 -0.6926
H 1.6179 -1.4928 0.6815
H 0.4697 -0.6381 1.8886
H -0.5671 0.7517 2.0566
H -0.6331 3.7606 -3.0542
H 0.2872 4.6154 -1.8460
H -2.2140 1.5495 -1.8695
H -4.3502 0.3348 -1.6515
H -6.3981 1.4807 -0.8821
H -6.2771 3.9236 -0.3500
H -4.2087 5.1150 -0.6458
H 0.5680 1.9659 -3.4258
H 3.5505 -0.7338 -2.3615
H 0.6479 -1.4552 -4.8431
H -1.0635 -1.2932 -0.5643
C 2.1115 -8.3895 -6.5179
C 2.3897 -8.5737 -5.0457
C 1.8089 -9.8359 -4.4596
O 1.5823 -9.4609 -3.0952
C 1.4042 -8.1204 -3.0702
O 1.0084 -7.5105 -2.1268
O 1.7342 -7.5613 -4.2617
H 1.0446 -8.2485 -6.6966
H 2.6143 -7.4967 -6.8903
H 2.4602 -9.2474 -7.0929
H 3.4640 -8.5064 -4.8539
H 2.4933 -10.6792 -4.5176
H 0.8533 -10.1204 -4.9068
C -2.4881 -0.5000 5.5266
C -2.5360 -1.5461 4.4402
C -2.0459 -2.9021 4.8672
O -1.5390 -3.4452 3.6315
C -1.1785 -2.4116 2.8601
O -0.5449 -2.5087 1.8450
O -1.6168 -1.2342 3.3671
H -1.4582 -0.2845 5.8175
H -2.9194 0.4368 5.1687
H -3.0451 -0.8237 6.4051
H -3.5410 -1.6045 4.0167
H -2.8433 -3.5262 5.2634
H -1.2287 -2.8630 5.5916
C 4.7679 5.8740 0.0733
C 4.5146 4.8858 -1.0399
C 4.8670 3.4626 -0.6939
O 5.2040 2.9098 -1.9696
C 5.6337 3.9361 -2.7526
O 6.1571 3.8047 -3.8072
O 5.3719 5.1358 -2.1637
H 5.8349 5.9545 0.2842
H 4.4281 6.8688 -0.2167
H 4.2437 5.5822 0.9840
H 3.4769 4.9636 -1.3845
H 4.0312 2.9268 -0.2540
H 5.7340 3.3774 -0.0342
C -6.7487 -6.5222 1.1399
C -6.0712 -5.2014 1.4139
C -4.5926 -5.3115 1.6937
O -4.3636 -4.1869 2.5507
C -5.5333 -3.9178 3.1836
O -5.6367 -3.1684 4.1020
O -6.5558 -4.6124 2.6324
H -6.7359 -7.1560 2.0274
H -7.7956 -6.3647 0.8802
H -6.2638 -7.0485 0.3172
H -6.2686 -4.4997 0.5978
H -3.9872 -5.2374 0.7923
H -4.3193 -6.2221 2.2316
C 5.0254 7.8452 -5.7169
C 3.6179 7.5795 -5.2412
C 3.4915 6.3849 -4.3315
O 2.1517 5.9439 -4.5886
C 1.8328 6.3414 -5.8521
O 0.8719 5.9747 -6.4441
O 2.7606 7.2047 -6.3339
H 5.3774 7.0361 -6.3579
H 5.0577 8.7573 -6.3132
H 5.7091 7.9575 -4.8750
H 3.2010 8.4779 -4.7770
H 3.6129 6.6416 -3.2817
H 4.1793 5.5736 -4.5816
C 1.2397 2.0338 6.9662
C 0.8176 0.8387 7.7834
C 1.9061 -0.1798 8.0094
O 1.1618 -1.3996 8.1256
C 0.0093 -1.2370 7.4297
O -0.7473 -2.1123 7.1572
O -0.1657 0.0638 7.0787
H 1.4790 1.7358 5.9433
H 0.4266 2.7464 6.9058
H 2.1045 2.5333 7.4038
H 0.3794 1.1635 8.7310
H 2.4783 0.0114 8.9146
H 2.5942 -0.2720 7.1650

Atom charges from the Löwdin analysis, given in e for atoms 1 to 6: atom 1 (C): -0.029, atom 2 (C): -0.253, atom 3 (C): -0.018, atom 4 (C): -0.051, atom 5 (C): -0.032, atom 6 (C): -0.242